Here is C3H2O2 in the gas phase from the Open Molecules 2025 dataset. Energies are from ωB97M-V with the def2-TZVPD basis set.

```
7
Properties=species:S:1:pos:R:3:forces:R:3:nbo_charge:R:1
C -0.471 -0.153 0.038 1.874 -0.377 -0.101 0.205
C -0.581 -0.449 1.317 -1.112 0.614 -0.924 0.373
C 0.509 0.380 -0.846 3.438 4.415 2.080 -0.141
O -1.166 -0.634 2.298 -0.949 -0.994 3.510 -0.396
O 0.050 -0.880 -1.000 -0.962 -3.763 -1.486 -0.410
H 0.037 1.137 -1.407 0.395 0.886 -1.584 0.186
H 1.621 0.600 -0.399 -2.683 -0.781 -1.495 0.182
```
Positions in Å, forces in eV/Å.

Computed properties:
E_HOMO (spin up / spin down) = -0.2342 / -0.4333 hartree
Energy relative to the best compared isomer or geometry (same formula, charge and spin) = 188.1 kJ/mol
Net charge = 0
Kohn-Sham gap (spin up / spin down) = 6.82 / 9.91 eV
E = -265.757513 Eh
Spin multiplicity = 3